Density functional theory data (wB97M-V/def2-TZVPD) for C16H15B2F2GaN8STe as an isolated structure.

Each line ends with the natural charge from an NBO analysis.
Cartesian coordinates (Å):
Ga (1.26, -1.92, 0.72)  1.140
C (1.32, -0.45, -3.20)  -0.318
C (1.48, -1.50, -2.30)  0.017
N (1.19, -1.08, -1.07)  -0.449
N (0.84, 0.23, -1.15)  -0.318
C (0.92, 0.62, -2.42)  0.046
B (0.62, 1.09, 0.14)  0.947
N (1.97, 1.03, 0.93)  -0.329
C (2.86, 1.92, 1.40)  0.024
C (3.85, 1.24, 2.08)  -0.317
C (3.49, -0.10, 1.98)  0.011
N (2.36, -0.22, 1.29)  -0.409
N (-0.44, 0.38, 1.06)  -0.317
C (-1.47, 0.91, 1.72)  0.050
C (-2.06, -0.08, 2.50)  -0.318
C (-1.30, -1.22, 2.25)  0.014
N (-0.33, -0.93, 1.38)  -0.448
N (0.09, 2.44, -0.25)  -0.415
C (0.50, 3.73, -0.11)  -0.024
C (-0.42, 4.54, -0.71)  -0.326
C (-1.40, 3.64, -1.21)  -0.035
N (-1.09, 2.39, -0.94)  -0.294
H (1.49, -0.47, -4.26)  0.255
H (1.77, -2.52, -2.48)  0.236
H (0.66, 1.63, -2.70)  0.254
H (2.77, 2.97, 1.22)  0.226
H (4.71, 1.66, 2.57)  0.253
H (3.99, -0.98, 2.36)  0.241
H (-1.74, 1.94, 1.59)  0.252
H (-2.91, 0.02, 3.15)  0.254
H (-1.40, -2.21, 2.66)  0.234
H (1.41, 4.00, 0.39)  0.213
H (-0.40, 5.61, -0.78)  0.244
H (-2.31, 3.87, -1.75)  0.221
Te (-0.79, -3.98, -0.09)  0.483
C (-2.28, -2.80, -0.83)  -0.601
C (-3.64, -3.05, -0.75)  -0.207
C (-4.41, -2.08, -1.42)  -0.260
C (-3.63, -1.11, -1.99)  -0.367
S (-1.97, -1.36, -1.72)  0.502
H (-4.05, -3.90, -0.22)  0.241
H (-5.49, -2.09, -1.47)  0.245
H (-3.96, -0.26, -2.58)  0.255
F (3.62, -3.34, 2.01)  -0.486
B (2.40, -3.49, 1.51)  0.871
F (1.90, -4.72, 1.51)  -0.491

For the total energy, the calculation gives -106048.5901 eV. The multiplicity is 2. The expectation value of S² is 0.76. The total charge is +1. The calculation puts the energy above the lowest of the compared OMol25 structures with the same formula, charge and spin at 0.00 kcal per mole. The highest occupied orbital energy (alpha / beta) is -11.355 / -11.526 eV.

Density functional theory data (wB97M-V/def2-TZVPD) for a 5-piece molecular cluster, C27H42F3NO9 overall.

Each line ends with the Löwdin charge.
Cartesian coordinates (Å):
C (-3.78, -3.09, -1.16)  -0.148
C (-3.28, -1.90, -0.16)  -0.219
C (-1.62, -2.00, -0.04)  -0.267
C (-1.07, -1.53, -1.54)  -0.088
C (-1.00, -1.07, 1.17)  -0.240
N (-1.87, 0.05, 1.76)  0.058
C (-2.40, -0.56, 3.04)  -0.274
O (-3.61, -0.59, 3.59)  -0.063
C (-1.01, -1.27, 3.65)  -0.075
C (-0.09, -1.74, 2.35)  -0.196
C (0.01, -3.37, 2.51)  -0.138
C (1.44, -4.02, 1.98)  -0.084
C (1.52, -4.21, 0.35)  -0.236
F (0.41, -5.00, -0.24)  0.009
F (2.77, -5.01, 0.09)  -0.035
F (1.75, -2.88, -0.26)  0.006
H (-4.88, -3.46, -0.99)  0.075
H (-3.07, -4.02, -0.98)  0.081
H (-3.63, -2.76, -2.30)  0.081
H (-3.59, -0.84, -0.61)  0.116
H (-3.75, -2.10, 0.90)  0.109
H (-1.38, -3.14, 0.08)  0.100
H (0.10, -1.43, -1.58)  0.073
H (-1.61, -0.51, -1.84)  0.079
H (-1.36, -2.34, -2.36)  0.088
H (-0.20, -0.42, 0.58)  0.139
H (-2.56, 0.49, 1.11)  0.108
H (-1.49, -2.12, 4.32)  0.123
H (-0.47, -0.51, 4.38)  0.129
H (0.94, -1.13, 2.35)  0.164
H (-0.01, -3.59, 3.68)  0.121
H (-0.94, -3.93, 2.08)  0.133
H (2.39, -3.46, 2.37)  0.109
H (1.48, -5.11, 2.44)  0.143
O (0.23, 1.24, -3.05)  0.086
C (-0.39, 2.00, -2.32)  -0.453
C (-0.02, 3.43, -2.04)  -0.068
C (-0.85, 3.74, -0.82)  -0.150
C (-2.04, 2.84, -1.00)  -0.164
O (-1.54, 1.68, -1.67)  -0.015
H (-0.30, 4.04, -2.90)  0.142
H (1.05, 3.53, -1.84)  0.109
H (-1.12, 4.80, -0.74)  0.117
H (-0.30, 3.46, 0.08)  0.128
H (-2.82, 3.30, -1.62)  0.100
H (-2.48, 2.55, -0.04)  0.120
O (2.97, -3.26, 4.30)  0.072
C (4.09, -3.71, 4.50)  -0.443
C (4.41, -5.16, 4.76)  -0.083
C (5.81, -5.07, 5.31)  -0.168
C (6.36, -3.84, 4.64)  -0.168
O (5.23, -2.97, 4.48)  0.038
H (4.37, -5.70, 3.81)  0.138
H (3.72, -5.59, 5.48)  0.134
H (6.41, -5.97, 5.11)  0.122
H (5.77, -4.92, 6.39)  0.125
H (6.78, -4.05, 3.65)  0.131
H (7.12, -3.35, 5.25)  0.130
O (3.43, 3.99, -0.84)  0.091
C (3.85, 3.44, -1.84)  -0.470
C (4.21, 1.99, -1.95)  -0.083
C (5.03, 1.96, -3.22)  -0.168
C (4.44, 3.10, -4.01)  -0.170
O (4.03, 4.07, -3.04)  0.027
H (3.30, 1.40, -2.04)  0.133
H (4.80, 1.66, -1.09)  0.132
H (4.98, 1.01, -3.75)  0.122
H (6.08, 2.17, -2.99)  0.122
H (3.57, 2.80, -4.59)  0.131
H (5.18, 3.55, -4.69)  0.127
O (-3.34, 5.30, -2.08)  0.086
C (-4.52, 5.36, -2.41)  -0.442
C (-5.08, 4.89, -3.71)  -0.083
C (-6.44, 5.55, -3.73)  -0.169
C (-6.77, 5.65, -2.26)  -0.169
O (-5.52, 5.83, -1.60)  0.038
H (-5.16, 3.80, -3.70)  0.138
H (-4.47, 5.22, -4.55)  0.134
H (-7.19, 5.00, -4.30)  0.122
H (-6.35, 6.55, -4.16)  0.125
H (-7.24, 4.74, -1.88)  0.131
H (-7.42, 6.51, -2.05)  0.130

For the total energy, the calculation gives -56745.3753 eV. The calculation puts the energy above the lowest of the compared OMol25 structures with the same formula, charge and spin at 178.91 kcal per mole. Its SMILES is CC[C@@H](C)[C@H]1NC(=O)C[C@H]1CCC(F)(F)F.O=C1CCCO1.O=C1CCCO1.O=C1CCCO1.O=C1CCCO1. The highest occupied orbital energy is -9.105 eV.

Density functional theory data (wB97M-V/def2-TZVPD) for a 9-piece molecular cluster, C30H48Br6O12 overall.

Each line ends with the Löwdin charge.
Cartesian coordinates (Å):
O (-23.91, -0.65, -6.23)  0.134
C (-23.04, 0.06, -5.87)  -0.468
C (-21.54, -0.22, -5.77)  -0.086
C (-20.91, 1.11, -5.36)  -0.158
C (-22.08, 2.07, -5.11)  -0.154
O (-23.27, 1.35, -5.49)  -0.002
H (-21.38, -1.03, -5.07)  0.012
H (-21.20, -0.56, -6.75)  0.131
H (-20.21, 1.06, -4.52)  0.100
H (-20.28, 1.49, -6.17)  0.114
H (-22.22, 2.42, -4.09)  0.110
H (-22.03, 2.94, -5.77)  0.120
O (-20.06, 3.46, -2.07)  0.123
C (-19.39, 4.13, -2.79)  -0.473
C (-18.97, 3.90, -4.21)  -0.072
C (-18.18, 5.14, -4.61)  -0.138
C (-17.99, 5.97, -3.35)  -0.136
O (-18.84, 5.31, -2.40)  0.021
H (-18.35, 3.01, -4.22)  0.134
H (-19.85, 3.80, -4.85)  0.114
H (-17.23, 4.88, -5.07)  0.113
H (-18.76, 5.73, -5.30)  0.112
H (-16.98, 6.00, -2.95)  0.123
H (-18.35, 7.00, -3.45)  0.125
O (-24.04, 2.39, -2.08)  0.118
C (-25.14, 2.62, -2.41)  -0.449
C (-25.68, 2.71, -3.87)  -0.076
C (-26.95, 3.49, -3.67)  -0.138
C (-27.38, 3.12, -2.24)  -0.130
O (-26.15, 2.85, -1.51)  0.018
H (-24.92, 3.17, -4.50)  0.114
H (-25.81, 1.70, -4.25)  0.090
H (-26.70, 4.55, -3.66)  0.117
H (-27.74, 3.31, -4.40)  0.117
H (-27.85, 3.97, -1.73)  0.124
H (-27.99, 2.22, -2.19)  0.093
O (-29.30, 0.14, -2.32)  0.153
C (-28.40, -0.44, -2.78)  -0.478
C (-28.13, -1.95, -2.72)  -0.060
C (-26.73, -2.09, -3.31)  -0.142
C (-26.58, -0.85, -4.15)  -0.142
O (-27.40, 0.16, -3.52)  -0.019
H (-28.25, -2.28, -1.68)  0.125
H (-28.90, -2.47, -3.29)  0.127
H (-25.95, -2.15, -2.55)  0.098
H (-26.63, -2.97, -3.95)  0.119
H (-25.56, -0.43, -4.22)  0.099
H (-26.94, -0.95, -5.17)  0.133
O (-23.96, -6.49, 2.52)  0.097
C (-24.39, -6.20, 1.43)  -0.520
C (-25.81, -5.90, 1.00)  -0.076
C (-25.61, -5.17, -0.30)  -0.155
C (-24.27, -5.76, -0.78)  -0.158
O (-23.55, -6.08, 0.40)  0.030
H (-26.35, -6.85, 0.90)  0.135
H (-26.28, -5.31, 1.78)  0.125
H (-26.38, -5.35, -1.05)  0.112
H (-25.51, -4.08, -0.17)  0.104
H (-24.48, -6.70, -1.32)  0.128
H (-23.68, -5.07, -1.38)  0.093
O (-23.73, -2.68, -1.33)  0.111
C (-22.93, -1.82, -1.16)  -0.458
C (-22.96, -0.39, -1.68)  -0.078
C (-21.50, -0.16, -2.02)  -0.143
C (-20.85, -0.81, -0.82)  -0.111
O (-21.69, -2.02, -0.59)  -0.033
H (-23.63, -0.29, -2.52)  0.111
H (-23.28, 0.32, -0.90)  0.094
H (-21.23, -0.72, -2.93)  0.099
H (-21.25, 0.90, -2.07)  0.112
H (-19.83, -1.18, -0.96)  0.132
H (-20.98, -0.17, 0.07)  0.093
Br (-23.44, -2.56, 2.63)  0.619
C (-21.53, -1.97, 2.70)  -0.665
C (-21.03, -1.93, 4.12)  -0.625
Br (-19.22, -1.07, 4.16)  0.550
H (-21.52, -0.98, 2.26)  -0.032
H (-20.99, -2.67, 2.08)  0.057
H (-20.89, -2.93, 4.53)  0.060
H (-21.62, -1.28, 4.74)  0.047
Br (-22.89, 1.47, 1.91)  0.672
C (-22.11, 3.10, 1.24)  -0.658
C (-20.61, 3.01, 1.10)  -0.619
Br (-19.71, 2.29, 2.77)  0.514
H (-22.36, 3.85, 1.99)  0.053
H (-22.55, 3.31, 0.26)  0.061
H (-20.18, 3.99, 0.90)  0.059
H (-20.28, 2.33, 0.33)  0.023
Br (-18.24, -4.67, -2.47)  0.596
C (-19.77, -5.72, -3.10)  -0.670
C (-21.06, -4.91, -3.18)  -0.644
Br (-21.18, -3.66, -4.72)  0.657
H (-19.87, -6.57, -2.43)  0.062
H (-19.48, -6.07, -4.09)  0.046
H (-21.25, -4.29, -2.31)  0.035
H (-21.92, -5.56, -3.33)  0.050

For the total energy, the calculation gives -476715.5508 eV. Its SMILES is O=C1CCCO1.O=C1CCCO1.O=C1CCCO1.O=C1CCCO1.O=C1CCCO1.O=C1CCCO1.BrCCBr.BrCCBr.BrCCBr. The highest occupied orbital energy is -9.479 eV.